Record 1
2 unconnected molecules or ions with the total composition C4H9O, computed with the ωB97M-V functional and the def2-TZVPD basis.

Structure (XYZ):
```
14
Properties=species:S:1:pos:R:3:mulliken_spin:R:1
C -1.225 1.376 1.362 -0.010
O -0.082 2.049 1.064 0.884
H -1.808 1.929 2.112 0.023
H -1.918 1.076 0.570 0.007
H -0.819 0.430 1.763 0.092
C -0.702 -1.230 -0.654 0.001
C 0.766 -1.493 -0.676 0.001
C 1.619 -0.770 -1.382 0.000
H -1.067 -1.093 0.366 0.003
H -0.945 -0.321 -1.198 -0.002
H -1.275 -2.098 -0.992 0.000
H 1.120 -2.349 -0.106 0.000
H 2.693 -0.836 -1.401 0.000
H 1.194 0.087 -1.898 0.000
```

Summary:
Orbital gap (alpha / beta) in eV: 10.69 / 8.36
Multiplicity: 2
LUMO (alpha / beta) in eV: 1.039 / -1.276
Calculated total energy in eV: -6337.9766
HOMO energy (alpha / beta) in eV: -9.648 / -9.639

Record 2
A gas-phase ion, C4H9O2 (charge -1), computed with the ωB97M-V functional and the def2-TZVPD basis.

Structure (XYZ):
```
15
Properties=species:S:1:pos:R:3:mulliken_charge:R:1
O -1.046 0.988 -1.439 -0.856
C -1.583 0.757 -0.178 -0.408
C -0.888 -0.408 0.640 -0.430
C 0.649 -0.682 0.513 -0.469
C 1.701 -0.101 -0.470 -0.486
O 1.427 1.225 -0.787 -0.672
H -1.614 1.555 0.599 0.207
H -2.677 0.397 -0.330 0.226
H -1.183 -1.434 0.568 0.317
H -1.103 -0.259 1.745 0.226
H 0.686 -1.803 0.275 0.189
H 1.035 -0.463 1.542 0.173
H 1.564 -0.715 -1.419 0.213
H 2.659 -0.335 -0.064 0.373
H 0.373 1.278 -1.196 0.397
```

Summary:
Orbital gap in eV: 7.78
Total charge: -1
LUMO in eV: 4.415
Calculated total energy in eV: -8387.6546
HOMO energy in eV: -3.370
Structure (SMILES): [O-]CCCCO

Respective energy above the lowest of the compared OMol25 structures with the same formula, charge and spin values: 102.1, 273.7 kJ/mol.